Record 1
{
  "formula": "C8H11Br",
  "method": "wB97M-V/def2-TZVPD",
  "symbols": ["C", "C", "C", "C", "C", "C", "C", "C", "Br", "H", "H", "H", "H", "H", "H", "H", "H", "H", "H", "H"],
  "coordinates": [[1.161567, 1.555100, 0.597795], [1.868015, 0.432074, 0.328330], [-0.938796, 1.307751, -0.844724], [-0.670561, -0.196617, -1.304654], [-0.711241, 0.013294, 1.123550], [-0.365030, 1.422592, 0.576646], [-0.059427, -0.777773, -0.033828], [0.316367, -2.294640, 0.049329], [3.545030, -0.245772, 0.336410], [1.592726, 2.410057, 0.958188], [-0.534462, 1.943603, -1.562370], [-1.996059, 1.476458, -0.695385], [-1.603159, -0.781444, -1.516416], [0.032130, -0.467916, -2.156240], [-0.304881, -0.114858, 2.089132], [-1.783044, -0.006652, 1.218195], [-0.829497, 2.302324, 0.981861], [1.351733, -2.416083, 0.140679], [0.118770, -2.633640, -0.999806], [-0.190176, -2.927855, 0.713300]],
  "forces_ev_per_a": [[0.3, -3.6, -0.7], [-5.6, -0.1, -0.3], [-0.1, -2.4, 0.0], [0.6, -0.8, 0.5], [1.0, 1.1, -1.4], [1.1, -0.3, -1.0], [1.7, -0.1, 2.1], [-1.0, 2.3, -3.3], [0.6, 0.1, -0.1], [1.1, 2.4, 0.7], [0.6, 1.5, -1.0], [-0.4, 0.0, -0.6], [0.5, 0.6, 0.2], [-0.9, 1.1, 0.8], [0.7, -0.5, 1.0], [-0.7, -0.6, -0.4], [-0.2, 0.2, 0.9], [1.6, -0.1, 0.5], [0.0, -0.3, 0.8], [-0.9, -0.5, 1.1]],
  "energy_ev": -78512.98504,
  "e_above_lowest_ev": 2.509,
  "charge": 0,
  "mol_weight_g_mol": 187.1,
  "gap_ev": 8.8,
  "lumo_energy_ev": 0.746
}

Record 2
{
  "formula": "C6H15N3",
  "method": "wB97M-V/def2-TZVPD",
  "symbols": ["C", "C", "N", "C", "N", "H", "H", "H", "H", "H", "H", "H", "H", "C", "C", "C", "N", "H", "H", "H", "H", "H", "H", "H"],
  "coordinates": [[1.253232, -1.034852, 0.687809], [-0.966220, -2.005973, 0.392705], [-0.142402, -0.790894, 0.298708], [-0.923550, 0.505126, 1.269249], [-2.131544, 0.229993, 1.591621], [-2.463094, 0.842954, 2.332203], [-0.192645, 0.995249, 1.925087], [1.788792, -0.099931, 0.828870], [1.767200, -1.612821, -0.080908], [1.312981, -1.597681, 1.621675], [-0.892022, -2.394523, 1.409308], [-2.007992, -1.773955, 0.186945], [-0.584858, -2.754952, -0.304053], [0.546138, 2.315065, -0.174049], [0.657693, 0.032172, -2.037427], [-0.389857, 0.152164, -0.944843], [-0.560640, 1.385544, -0.274795], [-1.351152, -0.216793, -1.316850], [0.839736, 2.705632, -1.156351], [1.461766, 1.910230, 0.296491], [0.249870, 3.162049, 0.449849], [1.650466, 0.347093, -1.714131], [0.712208, -0.988428, -2.425703], [0.365894, 0.687531, -2.861409]],
  "forces_ev_per_a": [[0.0, 0.0, -0.1], [0.4, -0.1, -0.2], [-1.0, 0.9, 0.7], [0.3, 1.0, -1.5], [0.3, 0.1, -0.4], [0.2, -0.4, 0.1], [0.3, -0.3, 0.0], [-0.1, 0.1, -0.1], [0.0, 0.0, -0.1], [-0.3, 0.1, 0.0], [0.0, 0.0, -0.1], [0.1, 0.1, 0.0], [-0.1, -0.1, -0.1], [0.2, -0.4, 0.1], [-0.1, 0.0, 0.0], [0.6, -0.6, 0.5], [-0.7, -0.5, 0.9], [0.0, 0.1, 0.0], [-0.1, 0.0, 0.1], [0.0, 0.0, -0.1], [-0.1, 0.0, -0.1], [0.0, 0.0, 0.1], [0.0, 0.1, 0.0], [0.0, -0.1, 0.0]],
  "energy_ev": -10932.12981,
  "e_above_lowest_ev": 3.780,
  "charge": 0,
  "mol_weight_g_mol": 129.2,
  "gap_ev": 8.1,
  "lumo_energy_ev": 0.749
}

Record 3
{
  "formula": "C22H33N2P",
  "method": "wB97M-V/def2-TZVPD",
  "symbols": ["N", "C", "C", "C", "N", "C", "C", "C", "C", "C", "C", "C", "H", "H", "H", "H", "H", "H", "C", "C", "C", "C", "P", "C", "C", "C", "C", "C", "C", "C", "C", "H", "H", "H", "H", "H", "H", "H", "H", "H", "H", "H", "H", "H", "H", "H", "H", "H", "H", "H", "H", "H", "H", "H", "H", "H", "H", "H"],
  "coordinates": [[-0.081262, 3.172851, 2.647047], [0.607671, 2.225843, 2.714465], [1.390818, 1.038186, 2.814066], [1.522483, 0.537935, 4.148413], [1.594063, 0.109101, 5.239141], [2.135560, 0.519223, 1.775402], [3.010681, -0.623019, 1.997379], [2.565819, -1.768988, 2.694597], [3.425040, -2.856221, 2.881142], [4.729292, -2.825688, 2.371371], [5.190353, -1.681729, 1.704342], [4.333646, -0.608914, 1.481362], [2.260925, 1.038379, 0.823406], [1.544319, -1.797363, 3.075449], [3.056105, -3.735219, 3.403128], [5.372219, -3.697967, 2.463313], [6.216512, -1.638387, 1.319197], [4.669340, 0.292332, 0.953772], [-4.521144, -2.023424, 1.679886], [-3.472894, -0.966937, 1.340792], [-2.048168, -1.534321, 1.337460], [-0.969653, -0.474974, 1.063977], [-1.242565, 0.433301, -0.527021], [-0.012554, 1.822242, -0.659175], [-0.680861, 3.200934, -0.758257], [-1.643813, 3.339208, -1.942506], [-2.240446, 4.742256, -2.034333], [-0.617882, -0.839909, -1.729150], [-0.861353, -0.485829, -3.205466], [-0.220203, -1.486560, -4.190443], [1.300271, -1.570021, -4.134732], [-5.496372, -1.545505, 1.777989], [-4.591267, -2.782764, 0.895627], [-4.295993, -2.524273, 2.626068], [-3.696929, -0.519380, 0.359932], [-3.516792, -0.152764, 2.076723], [-1.840689, -1.995990, 2.313831], [-1.979400, -2.340516, 0.594478], [-0.985913, 0.281003, 1.862461], [0.025657, -0.943867, 1.061798], [0.614135, 1.809904, 0.237543], [0.607462, 1.655588, -1.553775], [-1.215156, 3.420938, 0.175937], [0.105320, 3.966850, -0.835658], [-1.101170, 3.104411, -2.869412], [-2.448658, 2.594905, -1.840745], [-2.834320, 4.825349, -2.946415], [-2.892745, 4.948866, -1.180148], [-1.459895, 5.509239, -2.066739], [0.451120, -1.010557, -1.502896], [-1.182297, -1.765364, -1.499864], [-1.944653, -0.481390, -3.401455], [-0.500283, 0.532264, -3.425637], [-0.659024, -2.476383, -4.009711], [-0.531803, -1.177697, -5.196948], [1.649877, -2.242198, -4.922122], [1.752786, -0.586939, -4.303067], [1.654683, -1.960056, -3.175817]],
  "forces_ev_per_a": [[1.7, -2.2, 0.2], [-1.9, 2.4, -0.4], [1.3, -0.2, -1.2], [-0.1, -1.5, 2.8], [-0.1, 1.2, -2.7], [0.0, 0.8, 1.7], [0.7, -1.2, -0.2], [0.5, 0.3, -0.2], [0.0, 0.3, -0.3], [-0.4, 0.4, 0.0], [0.0, -0.1, -0.2], [-0.6, 0.2, 0.3], [-0.4, -0.1, 0.3], [0.3, -0.1, -0.1], [0.1, 0.1, -0.1], [-0.1, 0.2, 0.1], [-0.5, -0.1, 0.2], [0.0, -0.5, 0.1], [0.0, 0.2, 0.0], [0.1, -0.1, 0.0], [-0.1, 0.1, -0.1], [0.5, 0.2, -0.1], [-1.1, -0.1, -0.6], [0.1, -0.2, 0.2], [-0.2, 0.0, 0.0], [0.2, 0.0, 0.2], [0.0, -0.2, -0.1], [0.1, 0.0, 0.2], [0.1, -0.1, 0.0], [-0.3, 0.4, 0.2], [-0.1, 0.0, -0.1], [-0.1, -0.1, 0.0], [0.0, 0.0, 0.1], [0.0, 0.0, -0.1], [0.1, -0.1, 0.3], [0.0, -0.1, -0.1], [0.0, 0.0, -0.2], [0.0, 0.1, 0.1], [0.0, -0.2, -0.1], [-0.2, 0.0, 0.1], [0.0, 0.1, -0.4], [0.0, -0.1, 0.3], [0.1, -0.1, -0.1], [-0.1, -0.1, 0.0], [-0.1, 0.0, 0.1], [0.2, 0.2, -0.1], [-0.1, 0.1, 0.1], [0.1, 0.0, -0.1], [-0.1, -0.1, 0.0], [-0.3, -0.1, -0.2], [0.4, 0.3, 0.0], [0.2, 0.1, 0.2], [0.0, -0.2, 0.0], [0.1, 0.1, -0.1], [0.1, -0.2, 0.1], [0.1, 0.1, 0.1], [0.0, -0.1, 0.1], [0.0, 0.1, -0.1]],
  "energy_ev": -35617.00653,
  "charge": 0,
  "mol_weight_g_mol": 356.5,
  "gap_ev": 6.7,
  "lumo_energy_ev": -1.221
}

Record 4
{
  "formula": "C30H54Cl10FN3OP",
  "method": "wB97M-V/def2-TZVPD",
  "symbols": ["C", "C", "C", "P", "C", "C", "F", "C", "C", "C", "C", "N", "N", "C", "C", "C", "C", "O", "C", "N", "C", "C", "C", "C", "C", "C", "H", "H", "H", "H", "H", "H", "H", "H", "H", "H", "H", "H", "H", "H", "H", "H", "H", "H", "H", "H", "H", "H", "H", "H", "H", "H", "H", "H", "H", "H", "H", "H", "H", "H", "Cl", "C", "C", "Cl", "H", "H", "H", "H", "Cl", "C", "C", "Cl", "H", "H", "H", "H", "Cl", "C", "C", "Cl", "H", "H", "H", "H", "Cl", "C", "C", "Cl", "H", "H", "H", "H", "Cl", "C", "C", "Cl", "H", "H", "H", "H"],
  "coordinates": [[-3.015512, -4.954931, -0.484250], [-1.988029, -4.111460, -0.380037], [-0.896040, -4.058206, -1.404650], [-0.613293, -2.353505, -2.358793], [0.539373, -3.185260, -3.673474], [1.399924, -4.365169, -3.262903], [0.806860, -5.597223, -3.557767], [-2.131228, -2.792979, -3.441102], [-3.565914, -2.554397, -2.957821], [-4.259321, -1.255110, -3.405521], [-5.584440, -1.096724, -2.675159], [-6.645833, -1.934734, -3.298094], [0.799194, -2.071079, -1.295765], [0.765830, -1.746422, 0.093026], [0.839197, -0.240892, 0.490549], [2.198050, 0.196548, 1.038776], [2.023061, 1.536306, 1.791954], [-1.693487, -1.557093, -1.081985], [-1.994043, -0.336258, -1.083945], [-2.338389, 0.763061, -1.115958], [-0.297689, -0.637730, -3.282500], [0.843384, 0.147338, -3.049609], [1.103564, 1.338990, -3.727702], [0.236425, 1.834359, -4.692101], [-0.912860, 1.094125, -4.941086], [-1.146155, -0.099574, -4.256059], [-3.902002, -4.872971, 0.132075], [-3.013577, -5.723371, -1.245871], [-1.961722, -3.502721, 0.513806], [0.017209, -4.320020, -0.869119], [-1.074481, -4.893771, -2.079724], [1.221659, -2.434962, -4.063033], [-0.019862, -3.523389, -4.543835], [1.731293, -4.345517, -2.227874], [2.318578, -4.351713, -3.861028], [-2.058901, -3.867623, -3.610952], [-2.060134, -2.456131, -4.476097], [-3.733916, -2.660019, -1.890623], [-4.189993, -3.338720, -3.403278], [-3.643285, -0.368191, -3.284393], [-4.519686, -1.344477, -4.462005], [-5.479982, -1.392151, -1.629908], [-5.905427, -0.059270, -2.740324], [-7.527510, -1.481234, -3.086476], [-6.689432, -2.808832, -2.793775], [1.703866, -2.111832, -1.722656], [1.691078, -2.157427, 0.527726], [-0.005465, -2.218623, 0.696677], [0.114935, -0.090062, 1.297138], [0.517204, 0.411873, -0.317128], [2.646015, -0.574463, 1.658756], [2.834502, 0.433304, 0.184153], [1.125720, 2.005843, 1.391991], [1.837592, 1.408587, 2.853278], [2.838662, 2.227404, 1.591831], [1.603737, -0.132614, -2.338788], [2.011080, 1.893354, -3.521152], [0.457209, 2.750486, -5.218775], [-1.626609, 1.450187, -5.670800], [-2.071868, -0.589717, -4.506937], [1.005656, -0.834262, 4.096811], [2.526673, -0.762242, 5.011229], [2.299029, -0.616457, 6.492979], [1.612026, 0.975781, 6.914713], [3.114185, 0.064230, 4.615450], [3.061026, -1.690553, 4.814309], [3.247011, -0.701236, 7.022035], [1.623053, -1.379301, 6.869649], [2.699458, 2.184224, -7.841057], [3.789509, 0.871308, -7.321705], [3.138911, -0.484875, -7.418782], [1.835479, -0.685484, -6.229517], [4.105425, 1.083948, -6.303462], [4.661633, 0.909550, -7.973355], [3.880593, -1.257146, -7.216392], [2.725093, -0.654618, -8.410286], [4.821208, 3.229694, 9.599186], [3.664167, 4.427174, 8.956056], [3.565068, 4.372004, 7.455097], [5.061333, 4.929111, 6.654044], [3.976074, 5.408555, 9.298220], [2.692893, 4.197037, 9.390903], [2.762935, 5.023856, 7.113524], [3.359623, 3.362765, 7.110021], [-9.037813, 0.117525, -0.099504], [-8.769157, -1.060867, 1.211427], [-7.460446, -1.791054, 1.061511], [-7.461976, -2.878867, -0.346849], [-9.609096, -1.750860, 1.215933], [-8.771062, -0.502950, 2.146451], [-7.280296, -2.405362, 1.942387], [-6.628265, -1.100204, 0.945244], [5.622024, 10.734600, 6.679932], [6.712305, 9.429116, 7.215129], [6.039641, 8.081291, 7.205843], [4.774882, 7.956283, 8.455161], [7.076012, 9.685038, 8.206903], [7.555906, 9.417658, 6.527159], [6.770675, 7.303445, 7.417303], [5.579494, 7.868949, 6.245401]],
  "forces_ev_per_a": [[0.0, 0.1, 0.0], [-0.4, -0.7, -0.3], [-0.2, 0.0, 1.1], [1.3, -1.3, -1.7], [0.0, -0.4, 0.6], [0.8, 0.4, -0.6], [-0.2, -0.1, 0.3], [-0.7, -0.3, 0.1], [-0.7, 0.3, -0.6], [0.0, -0.4, 0.2], [-0.2, -0.2, -0.5], [0.1, 0.5, 0.1], [-1.1, 0.0, -0.1], [1.7, 0.5, 0.6], [-0.5, -0.7, 0.7], [-0.5, 1.2, -0.5], [-0.2, -0.2, -0.5], [0.0, 0.4, 0.5], [0.0, -0.8, -0.3], [-0.3, 1.1, 0.3], [0.0, 0.5, 0.1], [0.2, 0.4, -0.3], [-0.2, 0.0, -0.1], [-0.3, -0.5, 0.4], [0.5, 0.1, 0.2], [-0.3, 0.2, -0.3], [0.1, -0.2, 0.3], [-0.2, 0.1, -0.3], [0.1, 0.5, -0.2], [0.3, 0.3, -0.1], [0.0, 0.2, -0.4], [0.1, 0.2, 0.1], [-0.2, 0.1, -0.1], [-0.4, -0.2, 0.3], [0.0, -0.1, -0.1], [0.3, -0.2, 0.4], [0.2, 0.4, 0.0], [0.5, 0.0, 0.2], [0.0, -0.2, 0.1], [0.0, 0.0, 0.3], [0.2, 0.1, -0.2], [0.2, 0.4, 0.2], [-0.1, 0.1, 0.2], [-0.1, -0.1, -0.1], [0.1, -0.2, -0.2], [0.1, 0.1, 0.1], [0.0, -0.2, 0.0], [-0.5, -0.2, -0.6], [-0.1, 0.1, 0.0], [0.0, 0.0, -0.1], [0.1, -0.1, 0.0], [0.4, -0.4, 0.0], [-0.1, 0.2, 0.0], [0.2, 0.0, 0.2], [0.2, 0.0, 0.3], [-0.1, -0.2, 0.2], [0.1, -0.1, 0.1], [0.0, 0.1, -0.1], [-0.1, -0.1, -0.1], [0.1, -0.1, 0.0], [-0.1, -0.1, 0.1], [0.1, 0.0, -0.1], [0.1, -0.1, 0.1], [0.0, 0.0, 0.0], [0.0, 0.0, 0.0], [0.0, 0.0, 0.0], [0.0, 0.0, 0.0], [-0.1, 0.0, 0.0], [0.0, 0.0, 0.0], [0.2, 0.0, 0.0], [-0.1, -0.1, 0.0], [0.1, -0.1, -0.2], [-0.1, 0.0, 0.0], [0.0, 0.0, 0.0], [0.0, 0.0, 0.0], [0.0, 0.1, 0.0], [0.0, 0.0, 0.0], [-0.1, 0.0, 0.1], [-0.1, 0.0, 0.0], [0.0, -0.2, -0.1], [0.1, 0.0, 0.0], [0.0, -0.1, 0.0], [0.0, 0.1, 0.0], [0.1, 0.0, 0.0], [0.0, 0.0, 0.0], [0.0, 0.0, 0.1], [0.1, 0.0, 0.1], [-0.1, -0.1, 0.3], [0.0, 0.0, -0.1], [0.0, 0.0, 0.0], [0.0, 0.0, 0.0], [0.0, 0.0, -0.1], [0.0, 0.0, 0.0], [0.1, 0.0, 0.0], [0.1, 0.0, -0.1], [0.0, 0.1, 0.1], [-0.1, 0.0, 0.0], [0.0, 0.0, 0.0], [0.0, 0.0, 0.0], [-0.1, 0.0, 0.0]],
  "energy_ev": -175733.94529,
  "charge": -1,
  "mol_weight_g_mol": 877.3,
  "gap_ev": 6.5,
  "lumo_energy_ev": 1.700
}